[1]
DFT (wB97M-V/def2-TZVPD) results for a single C5H9NS2 molecule at a distorted geometry.

```
17
Properties=species:S:1:pos:R:3:forces:R:3
C -2.5300 -1.2522 -0.3533 0.073 -0.513 -0.407
N -1.5461 -0.2139 -0.2028 1.011 0.071 0.253
C -0.2721 -0.4290 0.1300 -0.386 -0.250 -0.054
C 0.7173 0.5189 0.3183 -0.034 0.173 -0.097
C 0.5289 1.9142 0.1571 -0.183 0.093 0.067
S -0.8471 2.7603 -0.2464 0.412 -0.278 0.097
C 2.0840 0.0228 0.7121 0.170 0.392 0.009
S 3.3842 0.2435 -0.5690 -0.165 -0.015 0.015
H -3.3177 -1.1459 0.3796 -0.280 0.079 0.185
H -2.0755 -2.2506 -0.2005 -0.127 0.581 -0.191
H -2.9700 -1.1969 -1.3595 0.075 -0.176 0.295
H -1.7776 0.7696 -0.3337 -0.276 0.143 -0.067
H -0.0203 -1.4860 0.2648 0.012 0.256 0.010
H 1.4370 2.5029 0.3470 -0.256 -0.115 -0.097
H 2.0286 -1.0334 0.9590 0.118 -0.014 0.244
H 2.4798 0.5964 1.5730 -0.202 -0.458 -0.330
H 2.6966 -0.3205 -1.5756 0.037 0.031 0.069
```
Forces are in eV/Å.

As for the largest force on an atom: 1.04 eV/Å. The relative energy (zero: lowest compared OMol25 entry of this formula, charge and spin) is 18.9 kcal/mol. The HOMO-LUMO gap comes out at 7.9 eV.



[2]
DFT (wB97M-V/def2-TZVPD) results for a molecular structure, C25H50ClNOP2Si2W at a distorted geometry.

```
83
Properties=species:S:1:pos:R:3:forces:R:3
W -0.3414 -0.0017 0.1815 1.701 0.058 -5.534
C -1.3595 -0.0222 2.1091 -2.189 -0.012 1.395
C -1.7389 1.1630 1.4074 -0.741 -0.467 1.386
C -2.4184 0.7029 0.2104 -0.095 1.590 -0.402
Si -1.4182 2.8554 2.1515 0.734 -0.285 -0.222
C -2.4177 -0.7068 0.1961 -0.113 -1.579 -0.457
C -1.7387 -1.1927 1.3838 -0.754 0.479 1.353
Si -1.4191 -2.8999 2.0886 0.732 0.244 -0.190
H -0.9327 -0.0330 3.1089 0.252 0.008 -0.412
H -2.8825 1.3567 -0.5253 0.064 -0.242 0.197
H -2.8823 -1.3428 -0.5547 0.067 0.221 0.206
Cl 0.5292 0.0257 -2.2484 -0.241 -0.008 0.364
C -1.2137 -2.8088 3.9503 -0.234 0.111 -0.071
C -2.7846 -4.0816 1.6332 -0.200 -0.047 0.117
C -1.2110 2.7184 4.0096 -0.230 -0.107 -0.071
C -2.7840 4.0469 1.7254 -0.194 0.059 0.110
H -3.6968 -3.7567 2.1542 0.121 -0.159 -0.148
H -2.5301 -5.0893 1.9844 -0.115 0.114 -0.088
H -2.9975 -4.1242 0.5591 0.030 -0.022 0.259
H -0.3487 -2.1871 4.2257 -0.237 -0.203 -0.048
H -1.0661 -3.8224 4.3480 0.000 0.253 0.003
H -2.1206 -2.3802 4.4033 0.271 -0.137 0.015
H -3.7050 3.6912 2.2087 0.118 0.162 -0.131
H -2.9734 4.1440 0.6504 0.027 0.005 0.261
H -2.5436 5.0367 2.1332 -0.116 -0.108 -0.099
H -2.1142 2.2721 4.4522 0.267 0.139 0.021
H -1.0703 3.7230 4.4314 0.003 -0.250 0.005
H -0.3410 2.0963 4.2688 -0.240 0.202 -0.044
C 0.2568 -3.3630 1.3340 -0.194 -0.427 -0.014
C 0.2575 3.3350 1.4063 -0.195 0.425 0.003
P 0.4067 -2.5185 -0.2883 -0.781 0.058 0.298
H 0.3488 -4.4552 1.2518 0.162 0.234 0.041
H 1.0613 -3.0024 1.9960 -0.238 0.012 -0.196
P 0.4084 2.5258 -0.2338 -0.786 -0.060 0.303
H 1.0621 2.9609 2.0609 -0.241 -0.005 -0.199
H 0.3483 4.4288 1.3477 0.167 -0.234 0.036
C 2.0547 3.0731 -0.8912 -0.053 -0.208 -0.170
C -0.8380 3.4957 -1.2761 0.327 -0.239 0.342
C -0.8406 -3.4646 -1.3512 0.327 0.232 0.351
C 2.0525 -3.0520 -0.9585 -0.058 0.212 -0.165
C 3.0932 -1.9474 -0.7745 0.209 0.120 -0.118
H 1.8688 -3.1870 -2.0368 0.119 0.044 0.233
C 2.5626 -4.3652 -0.3628 0.059 -0.160 -0.044
H 2.7594 -4.2637 0.7112 -0.013 -0.015 -0.209
H 3.5089 -4.6251 -0.8535 -0.112 0.033 0.104
H 1.8760 -5.2050 -0.5112 0.141 0.190 0.108
H 2.8181 -1.0485 -1.3345 0.005 -0.195 0.199
H 4.0611 -2.3001 -1.1529 -0.101 0.058 0.082
H 3.2215 -1.6776 0.2820 -0.063 -0.064 -0.190
H -1.8080 -3.2499 -0.8651 0.337 -0.050 -0.190
C -0.6258 -4.9834 -1.3654 -0.243 -0.081 -0.119
C -0.8928 -2.9278 -2.7853 -0.257 0.045 -0.025
H -0.6127 -5.4370 -0.3657 0.053 0.137 -0.234
H 0.3000 -5.2493 -1.8946 -0.263 0.066 0.137
H -1.4618 -5.4423 -1.9172 0.245 0.058 0.123
H -1.1498 -1.8632 -2.8172 0.139 -0.286 0.018
H -1.6605 -3.4849 -3.3430 0.211 0.071 0.074
H 0.0691 -3.0624 -3.2985 -0.241 0.064 0.079
H -1.8064 3.2666 -0.7984 0.335 0.056 -0.186
C -0.8850 2.9944 -2.7231 -0.258 -0.047 -0.026
C -0.6267 5.0151 -1.2528 -0.241 0.081 -0.119
H -0.6169 5.4445 -0.2424 0.054 -0.132 -0.237
H -1.4624 5.4854 -1.7955 0.247 -0.061 0.123
H 0.2997 5.2958 -1.7732 -0.265 -0.071 0.136
H -1.1337 1.9289 -2.7814 0.134 0.290 0.022
H 0.0764 3.1491 -3.2318 -0.242 -0.066 0.078
H -1.6565 3.5594 -3.2675 0.213 -0.072 0.071
C 3.0948 1.9642 -0.7305 0.206 -0.120 -0.120
C 2.5656 4.3729 -0.2674 0.061 0.161 -0.038
H 1.8718 3.2314 -1.9663 0.117 -0.048 0.228
H 2.7633 4.2481 0.8039 -0.014 0.019 -0.206
H 1.8793 5.2160 -0.3969 0.138 -0.191 0.103
H 3.5116 4.6431 -0.7530 -0.112 -0.035 0.103
H 3.2209 1.6701 0.3196 -0.062 0.069 -0.187
H 4.0634 2.3249 -1.0988 -0.099 -0.058 0.078
H 2.8203 1.0785 -1.3115 0.004 0.189 0.203
C 1.0881 0.0352 -5.7572 0.051 -0.006 -0.507
H 0.0080 0.0321 -5.9368 0.550 0.001 0.217
H 1.6371 0.9811 -5.8129 -0.297 -0.480 0.146
H 1.6447 -0.9056 -5.8270 -0.304 0.484 0.153
O 2.5685 -0.0246 3.3662 0.077 -0.003 0.007
C 1.8910 -0.0197 2.3873 -1.319 0.015 -1.768
N 1.1978 -0.0139 1.3967 3.678 -0.028 3.292
```
Forces are in eV/Å.

The spin multiplicity is 3. As for the largest force on an atom: 5.79 eV/Å. The HOMO-LUMO gap (alpha / beta) comes out at 6.5 / 6.7 eV. The expectation value of S² is 2.01.



Repeat the first record exactly.
DFT (wB97M-V/def2-TZVPD) results for a single C5H9NS2 molecule at a distorted geometry.

```
17
Properties=species:S:1:pos:R:3:forces:R:3
C -2.5300 -1.2522 -0.3533 0.073 -0.513 -0.407
N -1.5461 -0.2139 -0.2028 1.011 0.071 0.253
C -0.2721 -0.4290 0.1300 -0.386 -0.250 -0.054
C 0.7173 0.5189 0.3183 -0.034 0.173 -0.097
C 0.5289 1.9142 0.1571 -0.183 0.093 0.067
S -0.8471 2.7603 -0.2464 0.412 -0.278 0.097
C 2.0840 0.0228 0.7121 0.170 0.392 0.009
S 3.3842 0.2435 -0.5690 -0.165 -0.015 0.015
H -3.3177 -1.1459 0.3796 -0.280 0.079 0.185
H -2.0755 -2.2506 -0.2005 -0.127 0.581 -0.191
H -2.9700 -1.1969 -1.3595 0.075 -0.176 0.295
H -1.7776 0.7696 -0.3337 -0.276 0.143 -0.067
H -0.0203 -1.4860 0.2648 0.012 0.256 0.010
H 1.4370 2.5029 0.3470 -0.256 -0.115 -0.097
H 2.0286 -1.0334 0.9590 0.118 -0.014 0.244
H 2.4798 0.5964 1.5730 -0.202 -0.458 -0.330
H 2.6966 -0.3205 -1.5756 0.037 0.031 0.069
```
Forces are in eV/Å.

As for the largest force on an atom: 1.04 eV/Å. The relative energy (zero: lowest compared OMol25 entry of this formula, charge and spin) is 18.9 kcal/mol. The HOMO-LUMO gap comes out at 7.9 eV.



- Which of these has the highest largest force on an atom?
  C25H50ClNOP2Si2W